[1]
Computed, not measured: C25H22ClN3O4S2 in the gas phase at a distorted geometry, with ωB97M-V with the def2-TZVPD basis set.

Properties
E_HOMO = -8.57 eV
Structure (SMILES) = CC[C@@H](Sc1nc2ccsc2c(=O)n1Cc1ccc(C(=O)O)cc1)C(=O)Nc1ccc(C)c(Cl)c1
2S+1 = 1
M = 528.06 g mol⁻¹
Relative energy (zero: lowest compared OMol25 entry of this formula, charge and spin) = 0.00 kJ/mol
LUMO energy = -0.0004 Ha
Gap between HOMO and LUMO = 8.55 eV
Electronic energy = -2687.7731 hartree

Last column: natural (NBO) charge in e.
Atoms and positions in Å:
C  0.680  2.435  2.492  -0.61
C  1.073  1.376  1.467  -0.41
C  0.908  1.910  0.045  -0.40
S  1.308  0.626  -1.202  0.26
C  2.989  0.272  -0.838  0.33
N  3.661  1.152  -0.178  -0.52
C  4.961  0.867  0.084  0.18
C  5.868  1.690  0.796  -0.27
C  7.096  1.120  0.881  -0.35
S  7.207  -0.420  0.115  0.49
C  5.548  -0.318  -0.349  -0.39
C  4.815  -1.310  -1.074  0.65
O  5.217  -2.379  -1.482  -0.61
N  3.470  -0.920  -1.287  -0.44
C  2.605  -1.868  -1.967  -0.27
C  1.442  -2.299  -1.114  0.00
C  0.196  -2.509  -1.695  -0.22
C  -0.895  -2.846  -0.919  -0.17
C  -0.752  -2.972  0.462  -0.20
C  -1.908  -3.268  1.338  0.78
O  -1.852  -3.346  2.540  -0.59
O  -3.053  -3.422  0.660  -0.69
C  0.503  -2.798  1.043  -0.16
C  1.591  -2.474  0.259  -0.18
C  -0.536  2.344  -0.220  0.68
O  -0.836  3.503  -0.377  -0.59
N  -1.398  1.293  -0.216  -0.62
C  -2.788  1.298  -0.363  0.14
C  -3.532  2.459  -0.538  -0.24
C  -4.907  2.378  -0.661  -0.18
C  -5.585  1.167  -0.612  -0.06
C  -7.072  1.089  -0.742  -0.63
C  -4.816  0.018  -0.436  -0.03
Cl  -5.591  -1.526  -0.364  -0.01
C  -3.441  0.069  -0.314  -0.21
H  1.285  3.329  2.364  0.21
H  0.835  2.052  3.498  0.22
H  -0.366  2.713  2.385  0.21
H  2.118  1.101  1.616  0.23
H  0.462  0.480  1.605  0.20
H  1.574  2.757  -0.128  0.27
H  5.602  2.645  1.208  0.24
H  7.967  1.521  1.360  0.24
H  2.243  -1.427  -2.901  0.22
H  3.245  -2.727  -2.204  0.28
H  0.079  -2.387  -2.761  0.22
H  -1.861  -3.002  -1.373  0.24
H  -3.788  -3.593  1.268  0.51
H  0.600  -2.917  2.111  0.24
H  2.561  -2.341  0.716  0.21
H  -0.994  0.370  -0.119  0.41
H  -3.035  3.413  -0.579  0.26
H  -5.474  3.286  -0.797  0.22
H  -7.346  0.469  -1.595  0.23
H  -7.506  0.633  0.147  0.23
H  -7.499  2.079  -0.874  0.22
H  -2.879  -0.843  -0.182  0.21


[2]
Computed, not measured: a molecular structure, C36H35N13O2SV, with ωB97M-V with the def2-TZVPD basis set.

Properties
E_HOMO = -12.37 eV
2S+1 = 4
M = 764.78 g mol⁻¹
Relative energy (zero: lowest compared OMol25 entry of this formula, charge and spin) = 125.36 kJ/mol
LUMO energy = -0.1959 Ha
Gap between HOMO and LUMO = 7.04 eV
Electronic energy = -3596.9428 hartree
Total charge = +2

Last column: Mulliken charge in e.
Atoms and positions in Å:
V  2.366  -1.438  0.073  0.91
C  1.086  4.136  -0.001  -1.65
N  1.460  2.763  -0.333  1.07
C  1.545  1.692  0.446  -0.76
N  1.991  0.666  -0.268  0.90
C  2.138  1.189  -1.518  -0.67
N  1.827  2.454  -1.590  -0.87
C  -0.395  4.419  -0.100  0.91
C  -0.804  5.658  -0.581  -0.95
C  -2.151  5.992  -0.605  -0.81
C  -3.099  5.092  -0.147  -1.04
C  -2.691  3.849  0.328  0.49
C  -1.342  3.511  0.346  0.46
C  -3.687  2.923  0.853  0.09
N  -4.905  3.175  1.188  -0.43
N  -5.426  2.005  1.687  -0.54
C  -4.487  1.127  1.619  0.70
O  -3.345  1.635  1.097  -0.12
C  -4.523  -0.270  2.038  -0.08
C  -5.453  -0.670  2.992  -1.06
C  -5.481  -1.991  3.403  -0.66
C  -4.591  -2.908  2.864  -0.97
C  -3.679  -2.516  1.891  0.76
C  -2.822  -3.581  1.244  -1.07
N  -1.596  -3.062  0.645  1.07
C  -0.641  -2.308  1.184  -0.51
N  0.264  -2.017  0.257  0.43
C  -0.222  -2.636  -0.858  -0.69
N  -1.326  -3.298  -0.655  -0.96
C  -3.642  -1.192  1.477  0.41
H  1.635  4.758  -0.705  0.45
H  1.468  4.349  0.999  0.42
H  1.304  1.692  1.496  0.46
H  2.492  0.631  -2.369  0.44
H  -0.068  6.370  -0.935  0.47
H  -2.460  6.958  -0.980  0.45
H  -4.152  5.340  -0.146  0.56
H  -1.055  2.530  0.698  0.53
H  -6.135  0.060  3.406  0.55
H  -6.196  -2.309  4.150  0.42
H  -4.621  -3.941  3.191  0.44
H  -3.351  -4.052  0.417  0.32
H  -2.565  -4.362  1.961  0.44
H  -0.656  -1.965  2.205  0.48
H  0.237  -2.575  -1.831  0.46
H  -2.966  -0.863  0.694  0.36
N  6.149  -1.623  -1.976  -0.01
C  4.958  -2.061  -1.538  -0.69
N  4.392  -1.222  -0.696  0.16
C  5.286  -0.157  -0.563  0.36
C  5.228  0.996  0.219  -0.40
C  6.290  1.871  0.140  -0.85
C  7.394  1.619  -0.690  -0.49
C  7.473  0.478  -1.457  -1.02
C  6.400  -0.403  -1.370  0.78
H  6.756  -2.118  -2.609  0.23
H  4.541  -3.006  -1.848  0.45
H  4.390  1.192  0.873  0.34
H  6.283  2.773  0.737  0.42
H  8.203  2.336  -0.721  0.41
H  8.328  0.276  -2.087  0.42
C  -3.181  -0.760  -3.476  -0.71
N  -2.596  0.557  -3.555  0.13
C  -3.010  1.504  -4.589  -0.63
C  -2.161  2.750  -4.285  -0.68
N  -1.597  2.414  -2.982  0.05
C  -1.818  1.135  -2.632  -0.18
S  -1.212  0.431  -1.228  -0.08
H  -4.270  -0.688  -3.432  0.33
H  -2.820  -1.251  -2.575  0.08
H  -2.906  -1.350  -4.351  0.29
H  -4.080  1.707  -4.504  0.34
H  -2.818  1.097  -5.581  0.36
H  -2.768  3.651  -4.229  0.33
H  -1.377  2.905  -5.028  0.33
H  -0.920  2.970  -2.487  0.09
O  2.883  -3.092  1.055  -0.62
N  2.506  -3.824  2.090  0.38
C  1.864  -4.983  1.865  -0.03
C  1.510  -5.793  2.920  -0.86
C  1.815  -5.405  4.215  -0.17
C  2.474  -4.202  4.417  -0.81
C  2.815  -3.424  3.334  -0.03
H  1.678  -5.205  0.825  0.50
H  1.003  -6.725  2.715  0.47
H  1.551  -6.034  5.054  0.44
H  2.738  -3.863  5.408  0.44
H  3.350  -2.488  3.394  0.52


[3]
Computed, not measured: 6 unconnected molecules or ions with the total composition C22H61N5O6 at a distorted geometry, with ωB97M-V with the def2-TZVPD basis set.

Properties
E_HOMO = -8.63 eV
Structure (SMILES) = COC[C@H](C)N.COC[C@H](C)N.COC[C@H](C)N.COC[C@H](C)N.COC[C@H](C)N.CCO
2S+1 = 1
M = 491.76 g mol⁻¹
Relative energy (zero: lowest compared OMol25 entry of this formula, charge and spin) = 111.52 kJ/mol
LUMO energy = 0.0244 Ha
Gap between HOMO and LUMO = 9.30 eV
Electronic energy = -1599.8700 hartree

Last column: Mulliken charge in e.
Atoms and positions in Å:
C  6.366  11.127  7.998  -0.81
O  6.964  12.366  7.654  -0.32
C  6.423  13.499  8.264  -0.73
C  7.059  14.724  7.671  -0.02
C  6.639  14.858  6.194  -1.36
N  8.542  14.679  7.729  -0.24
H  5.306  11.208  7.974  0.37
H  6.586  10.789  9.038  0.27
H  6.647  10.377  7.237  0.25
H  5.305  13.506  8.152  0.53
H  6.574  13.397  9.389  0.27
H  6.692  15.505  8.265  0.47
H  5.560  14.654  6.294  0.36
H  7.111  14.103  5.537  0.30
H  6.765  15.889  5.859  0.36
H  8.821  14.559  8.699  0.03
H  8.803  13.918  7.157  0.44
C  14.840  11.630  7.559  -0.39
O  16.153  11.793  7.912  -0.38
C  16.977  10.654  7.885  -0.69
C  17.441  10.145  6.542  0.64
C  18.455  9.051  6.777  -1.52
N  18.029  11.263  5.778  -0.61
H  14.714  11.360  6.517  0.33
H  14.202  12.483  7.897  -0.14
H  14.462  10.732  8.110  0.37
H  17.802  10.833  8.618  0.34
H  16.455  9.761  8.376  0.27
H  16.472  9.827  6.063  0.19
H  18.170  8.166  7.325  0.39
H  19.322  9.483  7.340  0.35
H  18.891  8.670  5.838  0.35
H  17.496  12.102  5.974  0.23
H  19.005  11.405  5.964  0.26
C  9.588  10.831  13.252  -0.84
O  10.937  10.784  12.850  -0.24
C  11.388  9.509  12.380  -0.70
C  12.882  9.430  12.059  0.21
C  13.691  10.167  13.165  -1.42
N  13.229  9.997  10.735  -0.50
H  8.976  10.175  12.582  0.33
H  9.164  11.844  13.343  0.24
H  9.504  10.350  14.243  0.33
H  11.248  8.819  13.254  0.46
H  10.796  9.060  11.579  0.42
H  13.225  8.379  11.970  0.25
H  13.543  9.658  14.087  0.42
H  13.252  11.180  13.314  0.28
H  14.721  10.333  12.824  0.39
H  13.266  11.036  10.738  0.19
H  12.481  9.843  10.039  0.24
C  9.778  19.804  9.601  -0.83
O  10.153  18.502  9.275  -0.26
C  9.193  17.538  9.730  0.12
C  9.158  17.307  11.292  0.31
C  10.594  17.298  11.850  -1.06
N  8.495  16.069  11.635  -0.77
H  9.618  19.976  10.699  0.30
H  8.844  20.066  9.077  0.30
H  10.626  20.474  9.314  0.25
H  8.209  17.905  9.398  0.56
H  9.424  16.601  9.202  -0.61
H  8.538  18.079  11.767  0.37
H  11.256  16.747  11.107  -0.01
H  10.622  16.734  12.821  0.39
H  10.944  18.341  12.062  0.31
H  8.945  15.243  11.280  0.15
H  7.574  15.996  11.256  0.29
C  15.193  15.564  5.888  -0.86
O  14.124  15.485  6.763  -0.21
C  13.779  16.763  7.295  -1.22
C  12.872  16.493  8.489  0.60
C  13.632  15.865  9.644  -1.16
N  11.697  15.718  8.133  -0.09
H  16.059  15.987  6.409  0.35
H  14.909  16.296  5.112  0.34
H  15.535  14.610  5.400  0.18
H  14.652  17.373  7.626  0.45
H  13.278  17.374  6.573  0.52
H  12.602  17.524  8.804  0.06
H  12.949  15.556  10.451  0.23
H  14.435  16.536  9.897  0.51
H  14.035  14.829  9.318  -0.06
H  11.881  14.815  7.634  0.16
H  10.953  16.283  7.691  0.26
C  10.391  12.190  8.508  -0.80
C  10.922  12.840  9.845  0.90
O  10.279  14.110  10.070  -0.18
H  9.294  12.091  8.450  -0.06
H  10.723  11.161  8.353  0.47
H  10.691  12.856  7.662  0.16
H  12.001  12.952  9.767  -0.16
H  10.656  12.263  10.784  -0.13
H  10.640  14.776  9.457  -0.27


[4]
Computed, not measured: C3H4N4 in the gas phase at a distorted geometry, with ωB97M-V with the def2-TZVPD basis set.

Properties
E_HOMO = -8.98 eV
Structure (SMILES) = Nc1cnnnc1
2S+1 = 1
M = 96.09 g mol⁻¹
Relative energy (zero: lowest compared OMol25 entry of this formula, charge and spin) = 324.86 kJ/mol
LUMO energy = 0.0190 Ha
Gap between HOMO and LUMO = 9.50 eV
Electronic energy = -335.6496 hartree

Last column: natural (NBO) charge in e.
Atoms and positions in Å:
N  -2.222  -0.090  -0.205  -0.74
C  -0.904  -0.112  -0.127  0.17
C  0.132  -0.429  -1.159  -0.03
N  1.332  0.024  -1.015  -0.22
N  1.771  0.391  0.183  -0.06
N  1.003  0.211  1.222  -0.20
C  -0.341  0.071  1.162  -0.09
H  -2.624  -0.364  -1.008  0.38
H  -2.797  0.047  0.552  0.39
H  -0.174  -0.820  -2.159  0.20
H  -0.914  0.200  2.057  0.20